The following is a quantum chemistry calculation of a cluster of 2 separate species, C6H19NP2 in total at a distorted geometry, from the OMol25 dataset.

Structure (XYZ):
```
28
Properties=species:S:1:pos:R:3:forces:R:3
P 1.832 -0.348 0.269 -2.105 -0.302 -0.688
P -1.772 0.306 -0.571 0.819 0.656 3.459
N -0.225 -0.248 -1.010 2.215 -0.128 1.627
C -2.254 -0.753 0.908 0.412 2.405 -0.797
C -1.813 2.143 0.076 -0.079 -3.007 -0.453
C -2.822 -0.093 -1.913 1.218 1.208 -0.839
C 2.291 1.316 0.805 0.706 1.760 1.023
C 3.023 -1.053 -0.833 1.146 -0.384 -2.502
C 1.477 -1.515 1.609 -0.746 -0.126 1.083
H -3.123 -1.369 0.639 0.375 0.205 0.655
H 1.909 -2.538 1.464 0.304 1.163 0.006
H -2.332 2.043 1.049 0.397 0.550 -0.598
H 1.702 -1.041 2.618 0.138 -0.648 -1.245
H 3.826 -1.730 -0.414 -0.810 1.123 0.429
H 0.134 0.307 -1.770 0.279 0.173 -0.575
H 2.668 -1.740 -1.648 -0.640 0.522 0.852
H 3.398 1.343 1.191 -1.976 -0.601 -0.258
H -2.307 -0.027 1.768 -0.797 -1.009 -0.778
H 2.367 2.133 0.035 -0.432 -1.197 0.065
H -1.342 -1.267 1.092 0.297 -1.159 0.079
H 3.484 -0.241 -1.462 -0.167 -0.542 0.907
H -0.775 2.486 0.126 -0.409 0.169 0.062
H 1.565 1.748 1.592 1.215 -1.023 -0.970
H 0.404 -1.766 1.672 0.316 0.452 -0.194
H -2.409 2.615 -0.679 -0.222 0.912 -0.110
H -3.795 -0.355 -1.622 -1.592 0.324 0.433
H -2.410 -0.987 -2.272 0.719 -1.582 -0.713
H -2.698 0.632 -2.718 -0.581 0.086 0.036
```
Positions in Å, forces in eV/Å.

Calculated values
maximum force: 3.6 eV/A
net charge: +2
HOMO: -17.8 eV
energy: -26579.7344 eV
energy above the lowest of the compared OMol25 structures with the same formula, charge and spin: 40.4 kcal per mole

The following is a quantum chemistry calculation of a structure of composition C2HO3Zn at a distorted geometry, from the OMol25 dataset.

Structure (XYZ):
```
7
Properties=species:S:1:pos:R:3:forces:R:3
Zn -1.087 2.513 -2.613 -0.391 0.901 -1.252
O -0.294 0.504 -0.995 0.573 -2.733 0.084
O 0.791 -1.491 1.866 -1.127 1.148 -0.030
O -0.660 1.763 -0.984 -0.347 1.958 0.981
C -0.046 -0.054 0.065 -0.706 0.759 -0.524
C 0.251 -0.813 1.027 1.651 -1.200 0.703
H 1.047 -2.422 1.634 0.346 -0.833 0.038
```
Positions in Å, forces in eV/Å.

Calculated values
maximum force: 2.8 eV/A
net charge: +3
HOMO (alpha / beta): -27.0 / -27.0 eV
energy: -56602.9801 eV

The following is a quantum chemistry calculation of a cluster of 12 separate species, C21H42Cl12F6O15P in total at a distorted geometry, from the OMol25 dataset.

Structure (XYZ):
```
97
Properties=species:S:1:pos:R:3:forces:R:3
Cl -6.315 6.067 -0.980 -0.400 -0.959 -0.426
Cl -4.200 -3.508 -2.538 -0.262 1.317 -0.265
Cl 5.795 4.062 -5.342 -0.284 -0.360 0.422
Cl -0.024 5.847 5.357 -0.037 -0.354 0.327
Cl -1.708 7.888 4.120 0.057 -0.159 -0.156
Cl -8.160 3.787 -1.946 0.685 0.477 0.573
Cl -4.348 3.152 4.724 0.616 -0.217 0.237
Cl 5.715 2.398 4.139 -0.088 -0.214 -0.450
Cl -6.087 -1.268 -3.399 1.011 -0.456 0.269
Cl 5.247 2.045 -3.175 -0.198 0.935 -0.364
Cl 5.074 4.359 2.095 0.079 -0.773 -0.286
Cl -4.036 0.408 5.744 0.301 0.091 0.196
P -0.435 1.712 -0.079 -1.038 0.296 -0.132
F -1.589 2.724 0.436 -0.131 -0.012 0.911
F -1.280 1.500 -1.412 -1.048 -0.702 -1.227
F 0.661 0.708 -0.631 1.007 -0.437 -0.321
F -1.236 0.452 0.584 0.157 0.181 0.468
F 0.453 1.924 1.254 -0.317 0.279 -0.066
F 0.213 2.977 -0.841 1.312 0.361 0.374
O 5.842 -2.484 1.671 -0.209 -2.661 -3.069
O 0.655 -2.395 9.054 2.305 -2.270 -0.799
O -2.545 8.518 -7.912 1.205 -2.765 -0.308
O 7.003 -3.551 -0.012 0.177 0.022 -0.063
O 2.140 -2.888 7.401 1.700 -1.743 1.301
O -2.073 6.536 -7.090 0.950 0.860 -1.305
O -2.119 -7.542 4.784 -0.631 -1.249 0.705
O 2.312 -4.012 9.232 -0.402 -0.484 -0.044
O 0.057 -6.950 4.987 0.135 0.192 -0.076
O -0.248 -2.537 -7.292 1.469 0.040 -0.058
O -1.486 -3.786 -8.484 1.292 1.341 1.265
O -3.703 7.710 -6.128 0.783 0.395 -1.098
O -1.366 -5.651 3.886 2.503 0.200 0.405
O 4.867 -3.879 -0.005 0.935 0.404 1.651
O -2.211 -1.648 -8.048 1.221 -1.468 0.199
C -3.167 9.733 -7.907 -0.907 2.096 0.666
C -1.399 -2.559 -7.929 -1.115 0.932 -0.739
C -2.499 -4.027 -9.399 -0.271 -0.892 -0.460
C -4.447 -1.713 -2.762 -0.157 0.069 0.302
C 4.746 3.591 -3.944 0.239 0.067 -0.420
C 8.248 -2.822 0.183 -0.918 0.073 0.592
C 0.405 -8.170 5.667 -0.197 -0.335 -0.209
C 1.602 -3.079 8.612 -1.977 3.379 -0.393
C 1.672 -4.650 10.317 -1.261 -0.571 1.135
C 5.893 -3.249 0.680 -0.189 1.750 1.073
C -1.211 -6.795 4.611 -0.763 1.305 -1.743
C -2.546 -5.361 3.155 -1.134 -0.930 0.924
C -2.840 7.594 -6.986 -1.984 0.503 2.053
C 0.153 -1.339 -6.617 -1.512 0.440 1.431
C -0.342 6.771 3.905 0.438 0.366 -0.268
C -3.463 1.594 4.559 -1.112 -0.045 -0.829
C 5.650 2.680 2.364 0.474 0.398 0.690
C -2.078 5.521 -6.136 0.375 -1.998 1.069
C 3.573 -3.823 0.615 -0.372 0.903 0.917
C 1.775 -1.845 6.549 -1.641 0.518 0.212
C -7.001 4.381 -0.715 0.247 1.131 0.348
H 6.683 2.610 2.025 -0.279 0.121 -0.084
H 8.056 -1.751 0.124 0.005 -0.042 -0.156
H -2.804 -6.197 2.504 0.009 0.021 -0.038
H 0.029 -0.416 -7.184 0.014 -0.348 -0.337
H -0.514 6.096 3.067 -0.204 0.137 0.215
H 2.285 -1.977 5.595 -0.137 -0.122 0.236
H -0.056 -8.220 6.654 0.227 0.220 0.037
H 5.036 1.912 1.893 -0.218 0.461 0.123
H 4.819 4.444 -3.269 -0.021 -0.539 0.223
H 1.919 -4.224 11.290 0.574 0.039 -0.181
H -2.625 5.625 -5.198 -0.511 0.767 -0.493
H -4.332 -1.209 -1.802 -0.223 -0.430 0.019
H -7.498 4.563 0.238 -0.171 -0.688 -0.302
H -3.669 -1.295 -3.401 -0.316 -0.457 -0.295
H -2.121 -4.960 -9.818 -0.759 -0.171 -0.312
H -1.064 5.304 -5.801 0.289 0.438 -0.311
H 0.552 7.372 3.736 -0.267 -0.041 -0.136
H -6.142 3.717 -0.626 -0.331 0.035 -0.192
H -0.531 -1.307 -5.769 -0.094 0.600 0.107
H -2.550 -3.292 -10.202 -0.193 0.214 0.269
H 1.977 -0.860 6.970 0.212 -0.064 0.085
H 0.583 -4.604 10.313 -0.089 0.576 -0.612
H -3.840 1.230 3.603 0.568 -0.030 0.081
H 3.734 3.484 -4.333 0.248 -0.122 0.174
H -2.495 -4.439 2.576 0.762 -0.122 0.264
H 8.665 -3.020 1.170 -0.058 -0.166 -0.039
H -3.331 -5.247 3.904 -0.364 0.016 -0.263
H -4.215 9.758 -8.203 -0.018 -0.559 -0.412
H -2.378 1.695 4.565 -0.327 0.219 0.241
H -2.388 4.596 -6.620 -0.326 0.106 -0.046
H 8.934 -3.150 -0.599 -0.294 -0.026 0.078
H 1.494 -8.225 5.682 -0.145 0.452 0.315
H 3.391 -4.483 1.463 0.687 -0.777 -0.261
H 0.097 -9.072 5.137 -0.390 0.252 -0.323
H -3.427 -4.163 -8.845 -0.258 0.066 -0.503
H 1.127 -1.368 -6.129 0.204 -0.747 -0.837
H 3.462 -2.863 1.120 -0.196 0.350 -0.588
H -3.197 10.162 -6.906 0.326 0.090 0.119
H 2.792 -4.005 -0.124 0.421 0.202 -0.134
H -2.574 10.360 -8.573 -0.187 0.062 0.080
H 1.829 -5.728 10.304 0.818 0.165 -0.170
H 0.693 -1.962 6.493 -0.106 0.573 -0.784
```
Positions in Å, forces in eV/Å.

Calculated values
maximum force: 4.1 eV/A
net charge: -1
HOMO: -8.8 eV
energy: -229039.8008 eV
energy above the lowest of the compared OMol25 structures with the same formula, charge and spin: 74.2 kcal per mole

Q: What is the maximum force in the second record?
A: 2.8 eV/A